1.
Here is a structure of composition C11H25IrN2O4P2 from OMol25. Energies are from ωB97M-V/def2-TZVPD.

<S²>: 6.030
Gap between HOMO and LUMO (spin up / spin down): 4.21 / 5.08 eV
2S+1: 5

Structure (XYZ):
```
45
Properties=species:S:1:pos:R:3:forces:R:3:mulliken_charge:R:1
C -0.743 0.821 -4.244 -1.0 -1.7 1.9 -0.769
C -0.747 0.292 -2.949 -0.8 0.4 -2.8 0.264
N 0.043 0.813 -1.988 -0.5 -1.1 1.2 0.087
C 0.785 1.902 -2.242 1.4 2.3 -1.9 0.413
C 0.802 2.488 -3.508 0.5 -0.4 1.7 -0.654
C 0.038 1.936 -4.529 0.5 1.1 -1.5 -0.837
C -1.629 -0.860 -2.577 0.1 -1.0 0.3 -0.728
P -1.952 -0.805 -0.768 -1.1 0.0 -2.6 0.768
Ir -0.004 -0.093 0.141 -0.3 -0.4 3.3 0.925
P 1.801 1.228 0.209 1.7 1.9 -1.5 0.930
C 1.618 2.488 -1.123 -0.2 -0.1 0.3 -1.177
O -0.551 -3.315 -2.972 1.6 -1.6 0.8 -0.739
O 0.420 -3.488 -0.615 0.6 0.8 1.6 -0.784
H -1.391 0.348 -4.980 0.1 0.2 0.1 0.444
H 1.446 3.354 -3.651 -0.2 -0.1 -0.1 0.428
H 0.051 2.364 -5.528 0.0 -0.1 0.2 0.358
C -3.370 0.285 -0.496 -0.2 0.0 0.2 -1.336
C -2.505 -2.452 -0.264 0.0 -0.2 0.4 -1.107
H 2.608 2.789 -1.491 -0.2 0.0 0.2 0.494
H 1.142 3.384 -0.693 0.0 -0.2 0.1 0.387
H -1.122 -1.903 -2.837 -1.0 2.1 0.8 0.235
H -2.585 -0.822 -3.115 0.1 0.0 0.1 0.522
C 2.133 2.114 1.749 0.0 -0.1 0.3 -1.171
C 3.362 0.396 -0.239 0.0 -0.1 0.3 -1.423
H 0.560 -2.507 -0.321 -0.1 -1.8 -0.6 -0.345
H 0.495 -4.036 0.190 0.0 0.3 -0.6 0.251
H -0.086 -3.515 -2.061 -0.9 0.3 -1.9 0.452
H 0.141 -3.361 -3.652 -0.3 -0.1 0.3 0.311
H -0.832 1.237 0.547 -0.4 0.9 -0.4 -0.156
H 0.996 -1.221 -0.419 0.9 -0.5 -1.2 0.178
H -4.243 -0.075 -1.058 0.2 0.1 0.1 0.416
H -3.589 0.277 0.580 -0.1 0.1 -0.3 0.387
H -3.114 1.307 -0.803 0.0 -0.3 0.0 0.339
H -3.376 -2.749 -0.862 0.2 0.1 0.1 0.424
H -1.686 -3.172 -0.393 -0.4 0.3 0.0 0.234
H -2.774 -2.397 0.798 0.0 -0.1 -0.2 0.378
H 4.182 1.124 -0.285 -0.2 -0.2 0.0 0.446
H 3.570 -0.362 0.526 0.1 0.1 -0.2 0.373
H 3.242 -0.099 -1.211 0.0 0.2 0.2 0.368
H 3.012 2.761 1.630 -0.2 -0.1 0.0 0.422
H 1.254 2.713 2.016 0.2 -0.1 0.0 0.341
H 2.308 1.375 2.542 0.0 0.3 -0.2 0.362
O 0.056 -0.593 4.009 0.0 -0.1 -1.8 -0.447
N 0.333 -0.347 2.854 0.4 0.3 1.7 0.194
O -0.225 -1.107 1.936 -0.6 -1.4 1.6 -0.459
```
Forces are in eV/Å.

---

2.
Here is a structure of composition C11H25N16OPRuS from OMol25. Energies are from ωB97M-V/def2-TZVPD.

Charge: +2
Energy relative to the best compared isomer or geometry (same formula, charge and spin): 0.00 kJ/mol
Gap between HOMO and LUMO (spin up / spin down): 6.03 / 6.03 eV

Structure (XYZ):
```
56
Properties=species:S:1:pos:R:3:forces:R:3:mulliken_charge:R:1
Ru -0.015 -0.175 0.798 0.0 -0.1 0.0 1.003
N 2.991 1.205 0.119 -0.1 0.0 0.0 -0.053
C 2.761 -0.070 -0.232 0.0 0.0 0.0 0.342
N 3.601 -0.888 -0.815 0.0 0.0 0.0 -0.437
N 2.928 -2.049 -0.971 -0.1 0.0 0.0 -0.543
N 1.741 -1.992 -0.530 0.0 0.0 0.1 -0.639
N 1.558 -0.716 -0.015 0.0 0.0 0.0 0.729
C 2.051 2.012 0.718 0.0 0.0 -0.1 0.243
N 2.204 3.281 1.008 0.1 0.1 0.1 -0.401
N 1.035 3.647 1.558 0.1 0.1 0.1 -0.517
N 0.210 2.663 1.606 -0.1 0.0 -0.1 -0.516
N 0.828 1.592 1.067 0.0 -0.2 0.1 1.008
H 3.885 1.613 -0.131 0.0 0.0 0.0 0.263
C -2.420 -4.494 -1.056 0.0 0.0 0.0 -1.249
C -2.501 -3.048 -1.356 0.0 0.0 -0.1 0.920
N -3.214 -2.482 -2.281 0.0 0.0 0.0 -0.641
N -2.950 -1.150 -2.187 0.0 0.0 0.0 0.214
C -2.093 -0.873 -1.226 0.0 0.0 0.0 0.454
S -1.429 0.646 -0.678 0.0 0.0 0.1 -0.283
N -1.797 -2.062 -0.676 0.0 0.0 0.0 0.325
N -0.863 -2.157 0.366 0.1 0.0 0.0 -0.569
H -3.070 -5.026 -1.747 0.0 0.0 0.0 0.363
H -2.750 -4.702 -0.037 0.0 0.0 0.0 0.333
H -1.400 -4.859 -1.182 0.0 0.0 0.0 0.347
H -3.393 -0.508 -2.832 0.0 0.0 0.0 0.196
H -1.289 -2.599 1.180 0.0 0.0 0.0 0.353
H -0.039 -2.690 0.043 -0.1 0.0 0.0 0.479
C -1.151 1.516 5.757 0.0 0.0 0.0 -1.063
N -1.042 1.100 4.348 -0.1 -0.2 0.2 0.602
C -2.139 1.564 3.503 0.0 0.1 -0.1 -0.787
P 0.064 -0.027 4.015 0.1 0.0 -0.3 -0.297
O -0.330 -0.676 2.602 -0.1 0.2 0.0 -0.856
N 1.553 0.596 3.986 0.0 0.0 0.0 0.845
C 2.714 -0.255 3.708 0.0 0.0 0.0 -1.304
C 1.883 1.982 4.345 0.0 0.0 0.0 -1.306
N 0.065 -1.311 5.010 0.0 0.1 0.1 0.325
C 0.937 -1.428 6.184 0.0 0.0 0.0 -0.941
C -1.114 -2.181 5.072 0.0 0.0 0.0 -1.031
H -1.214 2.603 5.806 0.0 0.0 0.0 0.438
H -0.272 1.206 6.324 0.0 0.0 0.0 0.291
H -2.040 1.084 6.220 0.0 0.0 0.0 0.345
H -2.169 2.653 3.516 0.0 0.0 0.0 0.319
H -3.090 1.167 3.864 0.0 0.0 0.0 0.285
H -1.992 1.263 2.471 0.0 0.0 0.0 0.146
H 2.402 -1.267 3.447 0.0 0.0 0.0 0.393
H 3.377 -0.312 4.572 0.0 0.0 0.0 0.394
H 3.282 0.169 2.877 0.0 0.0 0.0 0.351
H 0.992 2.602 4.343 0.0 0.0 0.0 0.445
H 2.579 2.385 3.610 0.0 0.0 0.0 0.470
H 2.356 2.017 5.329 0.0 0.0 0.0 0.292
H 1.740 -0.698 6.147 0.0 0.0 0.0 0.320
H 1.371 -2.427 6.217 0.0 0.0 0.0 0.327
H 0.363 -1.265 7.099 0.0 0.0 0.0 0.346
H -1.745 -2.038 4.196 0.0 0.0 0.0 0.238
H -1.704 -1.966 5.964 0.0 0.0 0.0 0.332
H -0.795 -3.223 5.107 0.0 0.0 0.0 0.359
```
Forces are in eV/Å.

---

3.
Here is the ion C11H25N2O2S with charge +1 from OMol25. Energies are from ωB97M-V/def2-TZVPD.

SMILES string: CC[NH+](CC)CCCN[C@@H]1CCS(=O)(=O)C1
Charge: +1
Energy relative to the best compared isomer or geometry (same formula, charge and spin): 0.00 kJ/mol
Gap between HOMO and LUMO: 10.93 eV

Structure (XYZ):
```
41
Properties=species:S:1:pos:R:3:forces:R:3:mulliken_charge:R:1
C 1.654 -0.227 -2.445 0.0 -0.1 0.2 -1.206
C 1.799 -1.184 -1.273 0.1 -0.1 -0.6 -0.479
N 1.434 -0.581 0.028 -0.3 -0.1 0.0 1.066
C 1.355 -1.607 1.103 0.1 -0.6 0.4 -0.500
C 2.645 -2.381 1.320 -0.1 0.2 -0.1 -1.354
C 2.256 0.602 0.403 0.4 0.6 0.0 -0.731
C 1.499 1.907 0.149 -0.2 -0.1 0.2 -0.661
C 0.159 1.951 0.897 0.2 0.3 -0.2 -0.892
N -0.710 0.870 0.420 -0.1 0.1 0.3 -0.208
C -1.836 1.218 -0.445 0.0 0.4 -0.2 -0.399
C -3.118 1.531 0.359 0.2 0.5 -0.1 -0.846
C -3.643 0.239 0.972 0.2 -0.4 -0.4 -0.794
S -2.893 -1.093 -0.034 0.1 0.0 -0.4 1.055
O -3.855 -2.001 -0.562 -0.4 0.0 -0.2 -0.704
O -1.763 -1.650 0.682 0.1 0.1 0.2 -0.593
C -2.189 0.016 -1.306 -0.4 -0.2 0.7 -0.878
H 1.816 -0.779 -3.367 0.0 0.0 -0.1 0.422
H 2.389 0.572 -2.411 0.0 0.1 0.0 0.345
H 0.659 0.208 -2.487 -0.1 0.1 0.0 0.226
H 1.146 -2.046 -1.419 0.1 0.0 0.1 0.424
H 2.831 -1.536 -1.221 -0.1 0.0 0.1 0.443
H 0.434 -0.158 -0.025 0.3 -0.3 -0.1 -0.239
H 0.534 -2.283 0.856 0.1 0.2 -0.1 0.441
H 1.079 -1.089 2.023 -0.1 0.1 -0.1 0.427
H 2.861 -3.051 0.494 0.0 -0.1 -0.1 0.359
H 3.492 -1.717 1.470 0.1 0.0 0.0 0.337
H 2.536 -2.990 2.214 0.0 0.0 0.1 0.442
H 2.497 0.535 1.465 0.0 -0.1 0.0 0.465
H 3.195 0.591 -0.153 0.0 -0.1 0.1 0.357
H 1.314 2.040 -0.916 0.0 0.1 -0.1 0.208
H 2.121 2.736 0.484 0.1 0.0 0.0 0.474
H -0.305 2.930 0.743 0.0 0.0 0.1 0.446
H 0.336 1.838 1.968 -0.1 0.0 0.0 0.345
H -1.056 0.288 1.176 0.2 0.1 0.1 0.312
H -1.550 2.081 -1.054 0.0 -0.1 0.0 0.597
H -3.857 1.957 -0.320 0.0 0.0 0.0 0.456
H -2.907 2.277 1.128 0.0 0.0 0.0 0.335
H -4.720 0.135 0.896 -0.1 -0.1 0.0 0.446
H -3.337 0.087 2.003 0.1 -0.1 0.0 0.385
H -1.344 -0.472 -1.776 0.0 -0.2 0.0 0.210
H -2.959 0.237 -2.037 -0.1 0.0 -0.1 0.462
```
Forces are in eV/Å.

---

4.
Here is a cluster of 4 separate species, C11H25N3O7 in total from OMol25. Energies are from ωB97M-V/def2-TZVPD.

SMILES string: C[C@@H](O)COCOC=O.CC(N)=O.CC(N)=O.CC(N)=O
Energy relative to the best compared isomer or geometry (same formula, charge and spin): 0.00 kJ/mol
Gap between HOMO and LUMO: 9.93 eV

Structure (XYZ):
```
46
Properties=species:S:1:pos:R:3:forces:R:3:mulliken_charge:R:1
C 0.219 -1.834 -0.594 0.0 0.6 0.6 -0.700
C -0.359 -0.436 -0.359 -0.2 -1.0 -1.0 0.294
O 0.652 0.542 -0.536 -0.1 0.6 0.0 -0.482
C -1.434 -0.167 -1.412 0.7 0.5 0.6 -0.611
O -2.247 -1.321 -1.493 -0.4 0.4 0.0 -0.348
C -3.443 -1.118 -2.172 0.5 -0.5 -0.7 -0.447
O -4.536 -1.522 -1.350 0.1 -0.5 -0.2 -0.347
C -4.685 -0.787 -0.264 -1.1 -1.0 0.5 0.139
O -4.234 0.288 -0.095 1.2 2.2 0.4 -0.461
H 0.273 -2.026 -1.658 0.2 -0.1 -0.2 0.336
H 1.217 -1.897 -0.149 -0.4 -0.2 -0.1 0.023
H -0.439 -2.564 -0.144 0.0 -0.4 0.1 0.323
H -0.844 -0.350 0.613 0.2 0.0 0.3 0.166
H 1.335 0.358 0.114 0.1 0.0 -0.1 0.173
H -1.989 0.716 -1.107 -0.4 0.0 -0.2 0.416
H -0.933 0.036 -2.360 0.0 -0.1 -0.2 0.355
H -3.553 -0.109 -2.556 -0.1 0.4 0.4 0.413
H -3.465 -1.791 -3.019 -0.3 -0.3 -0.1 0.299
H -5.300 -1.253 0.505 -0.3 -0.5 -0.2 0.439
C -4.045 0.536 4.407 -0.1 0.0 -0.2 -0.713
C -3.340 1.842 4.126 0.1 0.1 -0.1 0.609
N -3.286 2.216 2.820 0.0 0.0 -0.1 -0.328
O -2.847 2.522 5.006 0.0 -0.1 0.1 -0.630
H -4.883 0.724 5.076 0.1 0.0 0.1 0.255
H -3.348 -0.146 4.890 0.0 0.0 0.1 0.241
H -4.421 0.068 3.497 0.0 0.0 0.0 0.178
H -3.682 1.675 2.072 0.0 -0.1 0.0 0.207
H -2.822 3.081 2.602 0.0 0.0 0.0 0.197
C 5.342 -2.401 0.999 0.1 0.2 0.1 -0.986
C 3.922 -1.903 1.101 0.0 -0.1 0.0 0.761
N 3.760 -0.698 1.718 -0.1 0.0 -0.1 -0.368
O 2.975 -2.532 0.667 0.4 0.1 0.2 -0.686
H 5.592 -2.537 -0.051 0.0 -0.1 0.0 0.253
H 5.417 -3.358 1.512 0.0 0.0 -0.1 0.276
H 6.056 -1.708 1.443 0.0 0.0 0.0 0.338
H 4.521 -0.160 2.086 0.0 -0.1 0.0 0.188
H 2.825 -0.345 1.820 0.0 0.0 0.1 0.195
C 3.697 2.003 -2.323 -0.2 -0.1 0.2 -0.493
C 3.016 2.245 -3.648 -0.1 0.0 -0.1 0.552
N 1.693 1.934 -3.694 -0.1 0.0 0.0 -0.308
O 3.603 2.688 -4.616 0.1 0.0 0.1 -0.638
H 4.104 2.944 -1.957 0.1 0.0 -0.1 0.263
H 4.509 1.293 -2.466 0.1 0.1 0.0 0.233
H 3.008 1.605 -1.579 0.0 0.0 0.0 0.029
H 1.186 1.565 -2.907 0.1 0.0 0.1 0.208
H 1.211 2.084 -4.564 0.0 0.0 0.0 0.186
```
Forces are in eV/Å.

---

5.
Here is a structure of composition C11H26As3F18N3O9 from OMol25. Energies are from ωB97M-V/def2-TZVPD.

Charge: -2
Gap between HOMO and LUMO: 4.67 eV

Structure (XYZ):
```
70
Properties=species:S:1:pos:R:3:forces:R:3:mulliken_charge:R:1
C -1.949 5.869 4.225 -1.2 -0.4 -1.7 -0.512
C -3.216 6.509 3.857 -5.0 3.3 0.2 0.730
O -4.259 7.062 3.727 7.0 -3.9 0.5 -0.136
N -8.094 -0.074 -7.814 0.2 0.7 -2.2 -0.588
H -8.610 0.440 -8.547 0.2 0.2 0.7 0.230
H -7.363 -0.449 -8.445 -0.2 -0.2 1.1 0.230
C -9.025 -1.114 -7.373 0.0 -0.2 -1.4 -0.588
H -1.871 4.868 3.771 -0.1 -0.1 0.0 0.169
H -1.873 5.817 5.266 -0.6 -0.5 2.2 0.305
H -1.040 6.398 4.036 0.5 0.9 -1.1 0.409
H -10.029 -0.685 -7.464 0.1 -0.4 0.4 0.271
H -8.789 -1.366 -6.366 -0.1 -0.4 0.8 0.216
H -8.965 -2.012 -8.027 -0.2 0.3 0.6 0.228
C -2.847 -4.406 -5.949 0.7 0.6 -1.6 -1.005
C -1.558 -3.608 -6.242 -0.6 -0.6 0.2 0.700
O -1.404 -2.674 -7.028 -0.4 -1.2 0.9 -0.638
N -0.549 -4.169 -5.512 1.0 1.8 -1.1 -0.219
H -0.730 -4.670 -4.674 -0.7 -0.5 0.3 0.315
H 4.697 3.693 -4.148 1.6 0.1 -0.7 0.359
C 0.659 -3.381 -5.416 1.4 0.1 0.4 -0.841
H -3.552 -4.101 -6.753 0.1 -0.5 0.9 0.260
H -3.170 -4.152 -4.933 -0.2 -0.3 -0.4 0.286
H -2.513 -5.471 -6.073 -0.8 0.8 0.3 0.302
H 0.946 -3.412 -4.359 0.3 0.3 -0.3 0.333
H 0.555 -2.341 -5.752 -0.4 -0.4 0.2 0.278
H 1.498 -3.780 -6.009 -0.3 -0.1 0.2 0.230
C 2.955 0.528 5.017 -1.4 -1.8 2.0 -1.088
C 1.943 0.042 4.004 -1.4 1.1 1.8 0.683
O 2.259 -0.173 2.867 0.2 -0.3 -2.0 -0.673
N 0.609 0.063 4.423 1.8 0.0 -0.5 0.106
H 1.414 1.383 2.125 -0.1 1.0 -1.0 0.324
H 0.552 0.052 5.416 -0.5 0.3 0.7 0.209
C -0.436 -0.571 3.673 -0.1 -1.0 -1.3 -1.139
H 2.598 0.468 6.081 0.1 0.2 -1.0 0.303
H 3.222 1.521 4.840 0.4 1.6 -0.5 0.181
H 3.821 -0.089 4.994 0.8 -0.5 -0.4 0.397
H -0.610 -1.589 4.031 0.1 -0.2 -0.2 0.405
H -0.172 -0.642 2.578 -0.1 0.1 1.2 0.413
H -1.416 -0.112 3.762 0.0 0.6 0.1 0.275
As 0.871 3.005 7.544 0.0 1.0 4.4 1.896
F -0.296 3.960 6.713 -0.9 0.8 -0.1 -0.475
F 1.695 2.857 6.154 1.7 0.5 -4.1 -0.392
F 2.114 1.969 8.136 0.3 -0.3 1.5 -0.513
F 0.065 3.212 9.117 0.1 -0.5 -1.1 -0.500
F -0.031 1.571 7.186 -0.7 -0.1 0.1 -0.470
F 1.816 4.471 8.062 -0.8 -1.1 -0.9 -0.544
As 7.770 -0.873 -1.721 -0.3 -0.3 -1.4 2.010
F 8.159 -0.209 -3.321 0.1 -0.1 0.9 -0.527
F 9.340 -0.652 -1.145 1.3 0.2 0.2 -0.459
F 7.283 -1.577 -0.255 0.1 0.0 1.3 -0.467
F 6.165 -1.058 -2.208 -1.3 0.2 -0.8 -0.448
F 8.161 -2.481 -2.318 0.2 0.4 0.0 -0.525
F 7.401 0.805 -1.151 0.2 -0.7 -0.3 -0.609
As -3.864 -4.632 1.586 -0.4 -0.6 -1.6 1.976
F -4.450 -3.021 1.952 0.2 -0.3 0.2 -0.496
F -3.264 -4.807 3.211 0.0 0.1 -0.3 -0.484
F -3.268 -6.255 1.150 -0.4 0.8 0.3 -0.514
F -4.510 -4.399 -0.081 0.2 -0.4 1.0 -0.535
F -2.380 -3.999 0.989 0.4 0.3 0.3 -0.467
F -5.374 -5.337 2.061 -0.1 0.1 0.1 -0.480
O 7.233 2.520 -3.141 -0.5 0.2 -0.6 -0.493
C 5.955 2.859 -3.262 -0.6 -1.5 4.6 0.748
O 5.683 3.570 -4.333 -1.9 0.5 -0.5 -0.459
O 5.073 2.636 -2.392 2.0 0.5 -2.5 -0.623
H 7.401 1.851 -2.410 -0.7 0.5 -0.3 0.491
O -0.516 2.712 2.945 0.0 1.8 0.6 -0.472
C 0.657 3.185 2.389 -0.9 -4.4 -0.7 0.749
O 1.258 2.251 1.612 0.2 -0.5 1.2 -0.504
O 1.049 4.259 2.586 0.4 2.9 0.4 -0.463
H -0.883 1.935 2.538 0.3 -0.7 -0.5 0.327
```
Forces are in eV/Å.

---

6.
Here is a cluster of 3 separate species, C11H26FN2O6PS3 in total from OMol25. Energies are from ωB97M-V/def2-TZVPD.

SMILES string: CNC[PH](F)(S)CON=O.O=S1(=O)CCCC1.O=S1(=O)CCCC1
Gap between HOMO and LUMO: 8.59 eV

Structure (XYZ):
```
50
Properties=species:S:1:pos:R:3:forces:R:3:mulliken_charge:R:1
C 0.328 0.504 3.434 -1.1 0.0 0.2 -0.764
N 1.559 0.749 2.591 0.4 -0.6 1.7 -0.134
C 2.652 -0.269 2.826 0.7 0.7 0.5 -0.787
P 2.923 -1.186 1.141 0.3 1.7 -0.7 0.611
F 3.165 0.345 0.312 0.2 -1.3 1.0 -0.463
S 2.765 -3.065 2.169 0.0 -2.0 0.0 -0.410
C 1.394 -1.557 0.025 1.1 -1.3 0.0 -0.259
O 1.437 -0.651 -1.133 -0.6 -2.1 0.4 -0.159
N 0.337 0.118 -1.222 -0.3 3.6 2.5 0.056
O 0.237 0.880 -0.261 -0.4 -2.5 -2.6 -0.220
H 0.289 -0.621 3.806 0.2 2.5 -0.7 0.270
H 0.245 1.248 4.343 0.2 -1.6 -1.6 0.288
H -0.652 0.660 2.793 2.0 -0.2 1.2 0.181
H 1.916 1.736 2.674 -0.6 -1.7 -0.1 0.239
H 3.661 0.251 3.171 -2.0 -1.2 -1.0 0.275
H 2.411 -1.085 3.629 0.2 1.7 -1.4 0.416
H 4.266 -1.599 0.725 -1.3 0.8 0.0 0.065
H 3.108 -4.029 1.203 -0.3 1.2 0.8 0.150
H 1.581 -2.656 -0.403 -0.5 2.6 0.9 0.291
H 0.375 -1.581 0.601 2.2 0.4 -1.1 0.308
O -0.599 5.395 0.639 0.4 0.2 0.0 -0.668
S 0.599 5.456 -0.170 0.4 -0.2 0.2 1.174
O 1.880 5.869 0.369 -0.6 0.0 0.1 -0.682
C 0.803 3.891 -0.997 0.0 -0.4 -0.2 -0.357
C 0.021 4.047 -2.293 -0.2 -0.1 -0.1 -0.618
C 0.356 5.443 -2.815 0.1 0.0 -0.4 -0.674
C 0.245 6.411 -1.638 -0.1 0.5 -0.5 -0.634
H 0.431 3.083 -0.365 0.1 0.3 0.0 0.119
H 1.870 3.754 -1.196 -0.1 0.1 0.1 0.350
H 0.282 3.269 -3.016 -0.1 0.1 0.1 0.350
H -1.055 3.975 -2.093 0.1 0.0 0.0 0.319
H 1.382 5.450 -3.203 -0.1 0.0 0.1 0.307
H -0.306 5.739 -3.634 0.1 0.0 0.1 0.329
H 0.965 7.230 -1.722 -0.2 -0.1 0.2 0.341
H -0.767 6.813 -1.545 0.2 -0.1 0.1 0.359
O -0.466 -3.616 0.285 -0.2 -0.4 -0.4 -0.575
S -1.232 -4.086 -0.851 0.0 -0.4 -0.5 1.225
O -0.623 -4.361 -2.137 0.2 0.3 0.7 -0.743
C -2.176 -5.511 -0.346 -0.2 -0.5 0.2 -0.778
C -3.477 -4.930 0.186 -0.2 0.0 0.2 -0.531
C -3.876 -3.834 -0.800 -0.4 0.0 -0.1 -0.641
C -2.629 -2.996 -1.083 -0.4 0.5 -0.1 -0.582
H -1.621 -6.080 0.403 0.1 0.1 -0.2 0.395
H -2.352 -6.127 -1.232 0.1 0.1 0.1 0.344
H -4.252 -5.697 0.276 0.1 0.1 0.0 0.345
H -3.316 -4.493 1.179 0.0 -0.1 -0.1 0.280
H -4.231 -4.292 -1.731 0.1 0.1 0.1 0.284
H -4.688 -3.213 -0.410 0.1 -0.1 -0.1 0.328
H -2.625 -2.614 -2.107 0.2 0.0 0.2 0.382
H -2.535 -2.168 -0.376 0.1 -0.1 -0.1 0.299
```
Forces are in eV/Å.